No. 1
Formula: C6H9FN3O
Source: the Open Molecules 2025 dataset
Level of theory: wB97M-V/def2-TZVPD

Computed properties:
Net charge: +1
SMILES string: NC1=[NH+]C=CC(F)=C[C@]1(N)O
Gap between HOMO and LUMO (eV): 9.770
ΔE to the lowest compared entry with this formula, charge and spin (eV): 0.5079

Atoms and positions in Å:
C1 -2.294 0.710 0.555
C2 -0.980 -1.085 -0.328
C3 -1.324 1.633 0.671
C4 -2.185 -0.484 -0.205
C5 0.313 -0.719 0.419
C6 0.428 0.511 -0.545
N1 1.430 -1.569 0.283
N2 1.274 0.454 -1.534
N3 -0.275 1.607 -0.220
O1 -0.101 -0.336 1.724
F1 -3.255 -0.899 -0.842
H1 -3.146 0.892 1.175
H2 -0.841 -2.043 -0.793
H3 -1.406 2.565 1.146
H4 1.407 -2.505 0.801
H5 2.114 -0.970 0.661
H6 2.001 -0.306 -1.520
H7 1.299 1.207 -2.175
H8 0.007 2.405 -0.741
H9 -0.496 -1.015 2.343

Atomic partial charges in e from the Mulliken method, atoms 1 to 4: -0.47 -0.88 -0.61 0.73

No. 2
Formula: C13H16F16N2O5P2
Source: the Open Molecules 2025 dataset
Level of theory: wB97M-V/def2-TZVPD

Computed properties:
SMILES string: N=[PH2]C1([PH2]=N)COC(=O)O1.FC(F)C(F)(F)COC(F)(F)C(F)F.FC(F)C(F)(F)COC(F)(F)C(F)F
Gap between HOMO and LUMO (eV): 9.242

Atoms and positions in Å:
N1 -1.450 0.723 -0.088
P1 -0.584 1.356 1.108
C1 -0.668 3.263 1.201
P2 0.785 3.743 2.319
N2 0.774 2.960 3.736
C2 -0.388 4.118 -0.141
O1 -1.685 4.693 -0.538
C3 -2.600 3.799 0.157
O2 -3.604 3.213 -0.282
O3 -2.004 3.739 1.492
H1 -0.764 0.209 -0.661
H2 -1.102 0.886 2.376
H3 0.822 1.004 1.037
H4 0.805 5.179 2.523
H5 1.991 3.433 1.585
H6 -0.068 2.365 3.764
H7 0.228 3.641 -0.990
H8 0.177 5.049 0.261
C4 4.222 1.462 -3.538
C5 4.417 2.182 -2.187
C6 4.707 1.281 -0.985
F1 3.715 0.406 -0.737
F2 4.844 2.029 0.141
F3 3.347 2.982 -1.955
F4 5.485 3.022 -2.338
O4 2.872 1.215 -3.958
C7 2.240 0.057 -3.448
C8 1.053 0.386 -2.536
F5 1.424 1.167 -1.495
F6 0.522 -0.745 -2.008
F7 3.157 -0.733 -2.857
F8 1.797 -0.630 -4.526
H9 4.613 2.142 -4.301
H10 4.843 0.565 -3.627
H11 5.636 0.723 -1.127
H12 0.270 0.911 -3.088
C9 -2.655 -3.134 0.225
C10 -1.478 -2.989 1.212
C11 -0.714 -4.275 1.531
F9 -1.489 -5.217 2.098
F10 0.286 -4.022 2.416
F11 -1.921 -2.386 2.340
F12 -0.593 -2.115 0.644
O5 -3.971 -3.253 0.786
C12 -4.385 -4.541 1.196
C13 -4.598 -4.641 2.712
F13 -3.482 -4.313 3.398
F14 -4.920 -5.908 3.072
F15 -3.524 -5.462 0.722
F16 -5.560 -4.772 0.565
H13 -2.694 -2.196 -0.338
H14 -2.470 -3.901 -0.534
H15 -0.260 -4.696 0.630
H16 -5.399 -3.973 3.037

Atomic partial charges in e from the Mulliken method, atoms 1 to 4: -0.63 0.26 0.36 0.52

No. 3
Formula: C35H28FN6NiO3
Source: the Open Molecules 2025 dataset
Level of theory: wB97M-V/def2-TZVPD

Computed properties:
Net charge: -1
Gap between HOMO and LUMO (alpha / beta) (eV): 6.125 / 6.124

Atoms and positions in Å:
Ni1 -1.776 0.316 -0.932
O1 -5.504 -1.009 -1.711
C1 -4.437 -0.438 -1.452
N1 -3.195 -0.892 -1.372
C2 -2.800 -2.217 -1.590
C3 -3.636 -3.280 -1.912
C4 -3.106 -4.558 -2.076
C5 -1.745 -4.754 -1.923
C6 -0.896 -3.697 -1.607
C7 -1.403 -2.403 -1.427
N2 -0.662 -1.264 -1.148
C8 0.434 -1.335 -0.303
O2 1.290 -2.598 -0.187
C9 -0.393 -0.588 2.214
C10 0.076 -0.439 3.519
C11 -0.606 0.385 4.398
C12 -1.750 1.032 3.963
C13 -2.172 0.790 2.665
N3 -1.528 -0.005 1.821
C14 -4.462 1.049 -1.159
C15 -5.633 1.783 -1.262
C16 -5.592 3.140 -1.001
C17 -4.386 3.722 -0.639
C18 -3.258 2.924 -0.562
N4 -3.296 1.615 -0.818
H1 -4.693 -3.092 -2.021
H2 -3.761 -5.384 -2.326
H3 -1.317 -5.742 -2.061
H4 0.164 -3.875 -1.525
H5 0.955 -0.974 3.843
H6 -0.249 0.514 5.413
H7 -2.318 1.685 4.612
H8 -3.080 1.247 2.283
H9 -6.532 1.254 -1.546
H10 -6.489 3.743 -1.078
H11 -4.308 4.780 -0.427
H12 -2.287 3.322 -0.299
C19 3.108 -0.764 2.427
N5 2.739 -1.408 1.174
N6 2.669 -0.417 0.151
C20 1.600 -0.435 -0.746
O3 1.699 0.028 -1.850
C21 0.189 -1.553 1.227
C22 1.548 -2.264 1.176
C23 1.769 -3.489 2.031
C24 3.943 0.020 -0.305
C25 4.061 1.275 -0.897
C26 5.300 1.718 -1.325
C27 6.433 0.930 -1.159
C28 6.310 -0.316 -0.563
C29 5.070 -0.775 -0.139
H13 4.129 -0.389 2.336
H14 3.099 -1.501 3.229
H15 2.462 0.080 2.678
H16 -0.541 -2.371 1.189
H17 0.985 -4.208 1.797
H18 1.710 -3.255 3.096
H19 2.742 -3.932 1.818
H20 3.180 1.886 -1.024
H21 5.379 2.694 -1.788
H22 7.401 1.285 -1.491
H23 7.183 -0.944 -0.429
H24 4.962 -1.748 0.320
F1 1.827 5.244 -1.561
C30 1.081 4.117 -1.365
C31 0.964 3.600 -0.097
C32 0.198 2.443 0.079
C33 -0.453 1.784 -0.968
C34 -0.287 2.374 -2.233
C35 0.468 3.520 -2.450
H25 1.465 4.086 0.731
H26 0.119 2.069 1.096
H27 -0.750 1.909 -3.098
H28 0.590 3.947 -3.438

Atomic partial charges in e from the Mulliken method, atoms 1 to 4: -0.53 -0.86 0.61 0.15

No. 4
Formula: C7H13N
Source: the Open Molecules 2025 dataset
Level of theory: wB97M-V/def2-TZVPD

Computed properties:
Gap between HOMO and LUMO (eV): 3.789
ΔE to the lowest compared entry with this formula, charge and spin (eV): 6.1392

Atoms and positions in Å:
C1 -1.584 2.338 -0.498
C2 -1.285 1.219 0.499
N1 1.045 2.214 -0.922
C3 1.140 0.909 -0.302
C4 -0.182 0.298 0.087
C5 -0.221 -1.095 0.344
C6 0.745 -2.022 0.153
C7 0.539 -3.479 0.277
H1 -1.805 3.298 -0.044
H2 -2.151 2.132 -1.400
H3 -0.289 2.544 -0.879
H4 -2.066 0.565 0.900
H5 -0.726 1.817 1.236
H6 1.550 2.882 -0.344
H7 1.857 0.934 0.529
H8 1.601 0.208 -1.015
H9 -1.223 -1.469 0.569
H10 1.743 -1.663 -0.085
H11 -0.542 -3.654 0.233
H12 0.917 -3.904 1.207
H13 0.939 -4.071 -0.546

Atomic partial charges in e from the Mulliken method, atoms 1 to 4: -1.20 -0.42 -0.92 -0.56

| no. | strongest force on any atom (Eh/bohr) |
| --- | --- |
| 1 | 0.077 |
| 2 | 0.124 |
| 3 | 0.010 |
| 4 | 0.056 |